The following is a quantum chemistry calculation of a gas-phase ion, C5H9O (charge +1) in a non-equilibrium geometry, from OMol25.

Computed properties:
- Energy relative to the best compared isomer or geometry (same formula, charge and spin): 111.05 kcal per mole
- Kohn-Sham gap (alpha / beta): 0.3512 / 0.3511 Eh
- Strongest force on any atom: 4.4 eV/Å
- HOMO level (alpha / beta): -0.5241 / -0.5241 hartree
- Total charge: +1

Each line ends with the Löwdin charge.
Cartesian coordinates (Å):
C: -1.419 -0.795 -0.041  -0.14
C: -0.193 -1.114 0.329  0.00
C: -1.928 0.527 -0.133  0.10
C: 0.339 1.287 0.307  0.10
C: 1.885 -0.334 -0.277  0.01
O: 0.789 -0.048 0.526  -0.23
H: -2.111 -1.553 -0.029  0.11
H: 0.258 -2.087 0.642  0.17
H: -2.237 0.835 -1.194  0.11
H: -2.758 0.903 0.669  0.16
H: 0.694 1.842 -0.560  0.10
H: 0.438 1.833 1.258  0.12
H: 2.364 0.654 -0.361  0.14
H: 2.298 -1.235 0.087  0.11
H: 1.582 -0.717 -1.221  0.12